(1)
C24H24N6O3V as an isolated structure, computed with the ωB97M-V functional and the def2-TZVPD basis.

Geometry (Å):
V  8.6918  10.4595  9.7999
O  4.6409  9.7484  10.1174
C  5.7529  10.2075  9.8704
N  6.9469  9.6228  10.3308
C  6.7885  8.5174  11.1741
C  6.4081  8.8557  12.5737
C  5.1899  8.3717  13.0466
C  4.8907  8.6029  14.3509
C  5.8004  9.3051  15.1339
C  6.9975  9.8280  14.5642
N  7.2413  9.6647  13.2664
C  5.9910  11.3039  8.9328
C  4.9178  11.8910  8.3248
C  5.1283  12.9144  7.4476
C  6.4264  13.3170  7.2526
C  7.4706  12.7105  7.9107
N  7.2630  11.6820  8.7772
H  7.6918  7.9025  11.1536
H  5.9792  7.8527  10.8153
H  4.6160  7.8223  12.3582
H  3.9637  8.1678  14.7784
H  5.5351  9.6036  16.1388
H  7.7232  10.4378  15.1093
H  3.9236  11.3670  8.4771
H  4.3564  13.4747  6.9255
H  6.5609  14.1403  6.5867
H  8.4970  13.0100  7.8200
N  8.3614  11.6384  11.5002
C  9.0854  12.9434  11.5377
C  10.6146  12.7941  11.3665
C  11.0318  11.9023  10.2458
O  12.1134  11.4206  10.1708
O  10.0911  11.6486  9.3860
H  7.4031  11.8706  11.3298
H  8.2808  11.0295  12.3401
H  9.0137  13.3876  12.5215
H  8.5979  13.6643  10.8322
H  11.1128  12.4216  12.2608
H  11.1121  13.7500  11.2803
N  9.2933  8.9823  8.2594
C  9.5654  7.7301  8.8520
C  9.4711  6.5421  8.1794
C  9.8681  5.3805  8.8827
C  10.3712  5.3971  10.1187
C  10.4449  6.6500  10.8322
C  10.8924  6.7021  12.1877
C  10.8000  7.9353  12.8068
C  10.3052  9.0538  12.0950
N  9.8779  9.0093  10.8813
C  9.9214  7.7970  10.1961
H  10.1486  9.4504  7.9185
H  8.7000  8.8123  7.4454
H  9.0858  6.3639  7.1493
H  9.7080  4.4975  8.2838
H  10.7143  4.5405  10.6426
H  11.2189  5.7718  12.6384
H  11.0086  7.9250  13.8630
H  10.2635  10.0391  12.5985

Atomic forces in eV per Å
V -0.583 -0.358 0.152
O 0.526 0.777 -0.117
C 0.897 -3.149 1.096
N -0.590 2.106 -1.821
C -0.718 -1.826 0.257
C -0.082 0.718 0.251
C 1.985 0.465 -0.235
C -0.758 -0.329 1.479
C 0.842 1.059 -0.011
C -1.789 -0.293 -0.021
N 0.092 -1.120 -0.009
C 0.268 0.354 0.382
C -2.366 -1.438 -0.205
C -0.205 0.607 -0.210
C 0.293 0.465 -0.155
C 0.090 -0.866 0.868
N -0.140 0.930 -1.194
H -0.057 0.094 0.239
H 0.321 0.252 -0.164
H -0.924 -0.594 -0.446
H 0.676 0.636 -0.165
H 0.172 -0.343 0.165
H -0.425 -0.213 0.084
H 1.261 1.059 0.021
H -0.135 -0.452 0.161
H 0.593 0.357 -0.288
H 0.289 0.162 -0.203
N 0.325 0.632 -0.180
C 0.800 0.289 0.606
C -0.542 0.101 0.324
C -0.288 0.295 0.232
O 1.975 -0.625 0.039
O -1.142 -0.029 -1.174
H -0.750 0.094 0.021
H 0.404 0.471 -0.091
H -0.569 0.204 0.327
H 0.612 -0.890 0.323
H -0.333 -0.342 0.258
H -0.135 0.510 -0.421
N -0.580 1.244 -1.232
C -0.273 -0.193 -0.675
C -0.009 -0.358 0.376
C -0.913 -0.334 -2.037
C 0.453 1.700 1.457
C -0.427 -1.148 -0.405
C -0.812 1.426 -1.048
C 0.088 -1.697 -0.024
C 0.415 0.566 1.709
N -0.444 -0.549 -1.975
C 1.576 -0.221 1.773
H -0.278 -0.340 0.190
H 0.100 0.406 0.130
H 0.436 0.792 0.865
H 0.329 -0.546 0.428
H 0.177 -0.810 0.143
H 0.062 0.296 0.291
H 0.216 0.752 0.134
H -0.007 -0.754 -0.278

Computed properties:
Gap between HOMO and LUMO (spin up / spin down) in eV: 8.170 / 8.360
E in eV: -66046.768
<S²>: 2.012
Charge: +1
Spin multiplicity: 3



(2)
C34H58F2I2N4O7 as an isolated structure, computed with the ωB97M-V functional and the def2-TZVPD basis.

Geometry (Å):
C  3.8196  1.1513  -1.4540
C  2.8588  0.8015  -2.3012
C  1.7748  0.1117  -3.3094
C  2.6529  -0.6774  -4.4606
O  2.1600  -1.9910  -4.7788
C  2.8631  -3.0993  -4.1981
I  3.7043  -2.7281  -2.1789
O  3.7567  -3.8227  -5.0693
C  4.8970  -3.0740  -5.5311
C  6.2760  -3.3209  -4.6744
C  6.7888  -1.9499  -3.9194
O  6.2074  -4.4710  -3.7909
C  1.6556  -4.2076  -3.8954
C  2.1585  -5.7002  -4.3054
C  1.8410  -6.3360  -5.6179
N  1.3117  -4.2234  -2.4120
N  -0.0305  -3.8814  -2.2110
C  -0.2559  -3.2012  -0.9052
O  -0.7109  -2.0149  -0.9081
F  0.0086  -3.9422  0.3011
C  -0.9421  -5.0434  -2.4114
O  -1.4622  -5.2096  -3.5498
F  -1.3080  -5.9800  -1.3675
C  2.3905  0.2184  -5.8232
I  3.1816  2.2522  -5.6336
C  0.8636  0.1299  -6.3537
C  0.1112  1.5892  -6.3433
H  4.8939  1.3386  -1.0581
H  1.1614  0.9824  -3.7366
H  1.0997  -0.6551  -2.7467
H  3.7894  -0.5820  -4.2923
H  5.1476  -3.4819  -6.5975
H  4.7606  -1.9434  -5.6608
H  7.1278  -3.5551  -5.4412
H  7.6000  -1.3919  -4.5286
H  7.1288  -2.1550  -2.8282
H  5.8657  -1.2354  -3.8726
H  6.8294  -4.3172  -3.0342
H  0.6916  -3.9554  -4.4693
H  2.8018  -6.3421  -3.5801
H  0.9259  -7.0124  -5.7749
H  2.5811  -6.1083  -6.4868
H  1.4063  -5.1962  -2.0453
H  3.0531  -0.3027  -6.6323
H  0.2303  -0.5463  -5.6566
H  0.7824  -0.2346  -7.4584
H  -1.0215  1.4190  -6.5712
H  0.5040  2.2741  -7.1992
H  0.1459  2.0995  -5.3111
C  -3.5549  1.1494  0.7714
C  -2.5659  1.6529  -0.3137
C  -1.1085  1.3787  0.1313
C  -0.6124  2.3237  1.2202
C  -0.8353  3.7795  0.8270
C  -2.2946  4.0787  0.4185
N  -2.8234  3.1037  -0.5852
O  -2.2584  3.4080  -1.7990
C  -3.1925  4.0833  1.6811
C  -2.3745  5.5478  -0.0834
C  -2.8700  0.7489  -1.5432
H  -4.5010  1.6986  0.7377
H  -3.8118  0.0931  0.6291
H  -3.1494  1.2147  1.7825
H  -0.4350  1.4676  -0.7309
H  -1.0120  0.3448  0.4847
H  -1.1074  2.1052  2.1712
H  0.4560  2.1526  1.3904
H  -0.5360  4.4248  1.6611
H  -0.1571  4.0231  -0.0010
H  -4.2472  4.2044  1.4125
H  -2.9318  4.9178  2.3423
H  -3.0963  3.1907  2.2942
H  -1.6944  5.7464  -0.9174
H  -2.0953  6.2472  0.7116
H  -3.3909  5.8013  -0.4021
H  -3.8923  0.9017  -1.9020
H  -2.7648  -0.3106  -1.2842
H  -2.1834  0.9230  -2.3770
C  -3.3371  -0.6274  7.1392
C  -2.3482  -0.1202  6.0561
C  -0.8907  -0.3818  6.5067
C  -0.4051  0.5709  7.5946
C  -0.6379  2.0237  7.1946
C  -2.0983  2.3103  6.7799
N  -2.6158  1.3273  5.7785
O  -2.0490  1.6311  4.5666
C  -3.0007  2.3133  8.0390
C  -2.1878  3.7766  6.2718
C  -2.6397  -1.0300  4.8292
H  -4.2872  -0.0857  7.1001
H  -3.5855  -1.6859  6.9998
H  -2.9360  -0.5554  8.1513
H  -0.2155  -0.2907  5.6466
H  -0.7884  -1.4140  6.8637
H  -0.9015  0.3523  8.5451
H  0.6639  0.4084  7.7690
H  -0.3463  2.6746  8.0269
H  0.0410  2.2691  6.3678
H  -4.0552  2.4251  7.7662
H  -2.7488  3.1524  8.6977
H  -2.9000  1.4240  8.6561
H  -1.5063  3.9772  5.4393
H  -1.9168  4.4814  7.0648
H  -3.2050  4.0210  5.9485
H  -3.6617  -0.8869  4.4658
H  -2.5266  -2.0874  5.0941
H  -1.9509  -0.8528  3.9980

Atomic forces in eV per Å
C -4.084 -2.183 -5.357
C 4.455 0.681 4.055
C 1.630 0.114 1.601
C -0.608 3.441 -1.331
O 2.095 -0.033 1.178
C -2.030 -2.315 -0.018
I 0.589 0.488 -0.730
O -0.385 2.778 0.862
C 2.043 -0.557 -1.166
C 1.644 0.865 -0.234
C -1.210 0.227 -0.238
O 0.334 1.221 0.104
C 0.860 -1.531 -0.338
C -0.495 0.039 0.426
C 0.455 0.498 -0.376
N 0.065 -1.903 -1.107
N -2.381 -1.279 2.871
C -1.854 4.665 0.370
O 2.664 -6.735 0.792
F -0.520 1.821 -3.269
C -3.329 -1.000 -4.772
O 2.743 0.406 5.855
F 1.504 2.732 -1.998
C 0.192 -2.671 -1.088
I -0.025 -0.942 -0.005
C -0.971 1.513 0.173
C -0.900 -0.571 -0.524
H -2.752 -0.237 -0.736
H 0.835 -1.580 0.510
H 1.257 1.544 -0.829
H -1.953 -0.567 0.176
H -0.755 0.647 1.925
H -0.209 -1.636 0.397
H -1.688 0.392 1.031
H -1.212 -1.161 1.085
H -0.458 0.355 -1.946
H 1.816 -1.141 0.205
H -0.890 -0.080 -1.136
H 1.734 -0.183 0.686
H -1.176 1.513 -0.959
H 1.649 1.046 0.230
H -1.650 -0.493 1.398
H 0.654 1.029 -0.445
H -1.052 1.182 1.416
H 1.270 0.889 -1.264
H 0.434 0.367 2.166
H 1.986 0.184 0.379
H -0.526 -1.135 1.798
H 0.145 -0.684 -1.763
C -0.109 0.005 0.349
C -0.809 -1.821 0.492
C 0.189 0.320 -0.043
C -0.089 -0.021 0.124
C 0.168 -0.330 -0.276
C -0.507 1.419 1.524
N 3.375 0.486 -3.025
O -1.683 -0.468 2.252
C -0.091 -0.245 0.173
C 0.114 -0.350 -0.687
C 0.223 0.621 -0.349
H 0.167 0.024 -0.011
H 0.228 0.183 -0.167
H -0.048 0.137 -0.024
H -0.201 0.057 -0.073
H -0.271 0.100 -0.163
H -0.032 0.019 -0.020
H -0.095 -0.002 -0.025
H -0.279 0.066 -0.114
H -0.232 0.010 -0.073
H 0.136 -0.050 -0.054
H 0.104 -0.055 -0.286
H -0.021 -0.066 -0.060
H -0.185 -0.215 0.035
H -0.056 -0.359 0.092
H 0.107 -0.110 0.005
H 0.083 0.080 0.047
H 0.015 0.310 0.290
H -0.129 0.209 0.131
C -0.134 -0.003 0.311
C -0.829 -1.811 0.499
C 0.197 0.348 -0.053
C -0.047 -0.020 0.055
C 0.151 -0.321 -0.260
C -0.517 1.424 1.506
N 3.401 0.494 -3.005
O -1.709 -0.460 2.205
C -0.087 -0.192 0.168
C 0.112 -0.347 -0.676
C 0.240 0.645 -0.382
H 0.175 0.018 -0.004
H 0.222 0.199 -0.158
H -0.057 0.134 -0.048
H -0.221 0.063 -0.055
H -0.268 0.092 -0.142
H -0.025 0.019 -0.032
H -0.111 0.001 -0.001
H -0.274 0.062 -0.131
H -0.234 0.001 -0.064
H 0.146 -0.060 -0.039
H 0.096 -0.055 -0.300
H -0.045 -0.073 -0.092
H -0.180 -0.217 0.032
H -0.054 -0.358 0.086
H 0.109 -0.111 0.004
H 0.086 0.059 0.051
H -0.015 0.292 0.277
H -0.143 0.206 0.131

Computed properties:
Gap between HOMO and LUMO (spin up / spin down) in eV: 7.909 / 7.722
E in eV: -78109.889
<S²>: 3.013
Charge: 0
Spin multiplicity: 3



(3)
A 2-piece molecular cluster, C5H11N overall, computed with the ωB97M-V functional and the def2-TZVPD basis.

Geometry (Å):
C  1.3670  -0.9824  1.2874
C  0.9931  0.3795  0.7948
N  -0.0424  0.5897  0.0568
C  -0.9373  1.3717  -0.5855
C  -1.0370  -0.1060  -0.7484
C  -0.5207  -0.8807  -1.9423
H  1.4146  -1.0061  2.3833
H  0.6334  -1.7284  0.9660
H  2.3525  -1.2887  0.9156
H  -0.9263  2.0437  2.3871
H  1.5882  1.2494  1.0605
H  -1.2392  2.0940  1.7064
H  -0.6271  2.0974  -1.3311
H  -1.8154  -0.6175  -0.1750
H  -1.3286  -0.9868  -2.6747
H  -0.1771  -1.8876  -1.6778
H  0.3022  -0.3412  -2.4229

Atomic forces in eV per Å
C -0.020 -0.092 -0.011
C -0.117 0.076 -0.102
N 0.198 -0.043 0.164
C 0.100 0.134 -0.107
C -0.074 -0.311 -0.017
C 0.026 0.014 -0.053
H -0.010 0.025 -0.165
H 0.098 0.128 0.027
H -0.135 0.048 0.040
H -0.032 0.025 -0.008
H -0.076 -0.093 -0.027
H 0.024 0.008 0.106
H -0.034 -0.093 0.063
H 0.090 0.094 -0.085
H 0.108 0.012 0.108
H -0.053 0.136 -0.010
H -0.095 -0.068 0.079

Computed properties:
Gap between HOMO and LUMO in eV: 8.168
E in eV: -6849.076
Charge: 0



What is the formula in the second record? C34H58F2I2N4O7